i:
A single C3H3NO3 molecule, computed with ωB97M-V/def2-TZVPD.

structure (SMILES) = [H]/N=C(/C=O)OC=O
LUMO level = -0.435 eV

```
! RIJCOSX wB97M-V def2-TZVPD def2/J DEFGRID3
* xyz 0 1
H 0.16 1.89 -0.91
N -0.67 1.47 -0.48
C -0.52 0.24 -0.26
C -1.63 -0.54 0.39
O -1.55 -1.72 0.62
O 0.57 -0.55 -0.61
C 1.74 -0.33 0.05
O 1.94 0.54 0.85
H -2.51 0.08 0.64
H 2.47 -1.08 -0.29
*
```



ii:
A single C3H3NO3 molecule, computed with ωB97M-V/def2-TZVPD.

LUMO level = 0.177 eV

```
! RIJCOSX wB97M-V def2-TZVPD def2/J DEFGRID3
* xyz 0 1
N -0.59 1.29 -0.81
C -0.46 0.12 -0.42
O 0.60 -0.75 -0.54
C 1.83 -0.36 -0.09
O 2.07 0.68 0.45
C -1.97 -0.09 1.29
O -1.50 -0.58 0.15
H 0.27 1.66 -1.23
H 2.54 -1.16 -0.30
H -2.80 -0.81 1.50
*
```



Which structure is most stable? i, by 2.822 eV over the runner-up.



i:
A gas-phase ion, C3H3N2O (charge +1), computed with ωB97M-V/def2-TZVPD.

structure (SMILES) = Cc1nc1=[N+]=O
LUMO level = -7.012 eV

```
! RIJCOSX wB97M-V def2-TZVPD def2/J DEFGRID3
* xyz 1 1
C 1.43 -0.32 -0.59
C 0.35 -0.10 0.31
N -0.33 0.12 1.38
C -1.06 0.42 0.19
N -2.25 0.26 0.21
O -3.32 0.57 0.55
H 1.92 -1.21 -0.17
H 2.01 0.60 -0.18
H 1.25 -0.34 -1.69
*
```



ii:
A gas-phase ion, C3H3N2O (charge +1), computed with ωB97M-V/def2-TZVPD.

LUMO level = -7.789 eV

```
! RIJCOSX wB97M-V def2-TZVPD def2/J DEFGRID3
* xyz 1 1
C 1.31 1.13 0.19
C -0.57 -0.18 -0.09
C 2.25 0.12 0.00
N 0.04 1.00 0.18
N -0.17 -1.28 0.37
O 3.08 -0.63 -0.09
H 1.75 2.11 0.42
H -1.49 0.00 -0.66
H -0.69 -2.13 0.20
*
```



iii:
A molecular structure, C3H3N2O, computed with ωB97M-V/def2-TZVPD.

LUMO level = -5.795 eV

```
! RIJCOSX wB97M-V def2-TZVPD def2/J DEFGRID3
* xyz 1 1
C 1.52 -1.08 0.19
C 0.86 1.10 0.01
C -0.78 -0.42 -0.23
N 1.96 0.76 -0.21
N -0.40 0.89 0.21
O 0.38 -1.29 0.04
H -1.65 -0.79 0.33
H -0.96 -0.52 -1.31
H -0.92 1.36 0.95
*
```



Which structure is most stable? ii, by 1.890 eV over the runner-up.



i:
2 unconnected molecules or ions with the total composition C3H5ClN2, computed with ωB97M-V/def2-TZVPD.

structure (SMILES) = C=CN=C=N.Cl
LUMO level = 0.508 eV

```
! RIJCOSX wB97M-V def2-TZVPD def2/J DEFGRID3
* xyz 0 1
C 0.39 1.21 -0.08
C 0.51 0.64 -1.32
N 0.83 -0.70 -1.39
C 1.01 -1.35 -0.36
N 1.23 -1.82 0.71
H -0.09 2.19 0.00
H 0.65 0.74 0.87
H 0.34 1.24 -2.26
H 1.00 -2.62 1.36
Cl -3.02 -1.00 -0.05
H -3.79 -1.96 0.62
*
```



ii:
A single C3H5ClN2 molecule, computed with ωB97M-V/def2-TZVPD.

structure (SMILES) = [H]/N=C/N/C=C/Cl
LUMO level = 0.547 eV

```
! RIJCOSX wB97M-V def2-TZVPD def2/J DEFGRID3
* xyz 0 1
H -1.22 2.34 1.02
N -0.92 1.60 0.39
C -0.23 0.77 1.20
N 0.18 -0.49 0.79
C 0.36 -1.00 -0.45
C 0.05 -0.50 -1.60
Cl 0.36 -1.31 -3.07
H 0.11 1.01 2.23
H 0.71 -1.02 1.51
H 1.00 -1.92 -0.40
H -0.40 0.52 -1.63
*
```



Which structure is most stable? ii, by 0.945 eV over the runner-up.



i:
A single C5H11NO3S molecule, computed with ωB97M-V/def2-TZVPD.

structure (SMILES) = CC(C)(C=O)[S@@](C)(=O)=NO
LUMO level = -0.278 eV

```
! RIJCOSX wB97M-V def2-TZVPD def2/J DEFGRID3
* xyz 0 1
C 1.58 -1.26 0.16
C 0.81 0.02 -0.08
C 1.13 1.00 1.08
C 1.17 0.59 -1.46
O 1.50 1.78 -1.59
S -0.95 -0.34 -0.12
C -1.81 1.22 -0.45
O -1.25 -1.27 -1.24
N -1.47 -1.00 1.36
O -2.39 -2.02 1.24
H 2.65 -1.04 0.17
H 1.35 -1.91 -0.67
H 1.34 -1.79 1.10
H 2.22 1.11 1.19
H 0.72 0.64 2.06
H 0.75 2.01 0.93
H 1.10 -0.10 -2.33
H -1.58 1.54 -1.49
H -2.86 1.08 -0.40
H -1.51 2.02 0.24
H -2.52 -2.27 0.31
*
```



ii:
2 unconnected molecules or ions with the total composition C5H11NO3S, computed with ωB97M-V/def2-TZVPD.

structure (SMILES) = C/C=[N+](/[O-])O.CCSC=O
LUMO level = 0.769 eV

```
! RIJCOSX wB97M-V def2-TZVPD def2/J DEFGRID3
* xyz 0 1
C 3.10 -1.32 0.51
C 1.89 -0.37 0.64
N 1.82 0.78 0.12
O 0.93 1.58 0.34
O 2.75 1.23 -0.77
H 3.11 -1.77 -0.46
H 3.03 -2.13 1.26
H 4.02 -0.73 0.56
H 1.08 -0.83 1.31
H 2.34 1.96 -1.16
C -3.59 0.91 -0.34
C -2.39 0.56 0.56
S -1.78 -1.11 0.34
C -0.36 -1.14 -0.75
O 0.23 -2.18 -0.93
H -4.23 1.87 -0.15
H -3.24 1.13 -1.42
H -4.37 0.14 -0.38
H -2.55 0.57 1.59
H -1.40 1.06 0.49
H -0.39 -0.21 -1.36
*
```



Which structure is most stable? ii, by 0.162 eV over the runner-up.



i:
A single C3H5NO2S molecule, computed with ωB97M-V/def2-TZVPD.

LUMO level = 0.186 eV

```
! RIJCOSX wB97M-V def2-TZVPD def2/J DEFGRID3
* xyz 0 1
C 0.00 1.37 -0.49
C 0.26 0.22 0.41
C 1.28 -0.72 0.00
N -1.25 1.44 -0.74
O -1.67 -1.10 -1.10
O -2.55 -0.33 1.16
S -1.56 -0.19 -0.02
H 0.68 2.18 -0.59
H 0.15 0.38 1.46
H 1.40 -1.48 0.72
H 2.28 -0.41 -0.03
H 1.00 -1.36 -0.80
*
```



ii:
A single C3H5NO2S molecule, computed with ωB97M-V/def2-TZVPD.

structure (SMILES) = C/C(=N/S)C(=O)O
LUMO level = 0.286 eV

```
! RIJCOSX wB97M-V def2-TZVPD def2/J DEFGRID3
* xyz 0 1
C 0.02 -1.63 0.54
C -0.02 -0.26 -0.07
N -0.49 -0.11 -1.23
S -0.31 1.42 -2.01
C 0.70 0.80 0.84
O 1.62 0.54 1.55
O 0.18 2.03 0.80
H -0.47 -2.36 -0.07
H 1.06 -1.90 0.76
H -0.45 -1.61 1.55
H -1.16 1.08 -2.96
H -0.68 2.00 0.29
*
```



iii:
A single C3H5NO2S molecule, computed with ωB97M-V/def2-TZVPD.

structure (SMILES) = C1=NOCOCS1
LUMO level = 0.672 eV

```
! RIJCOSX wB97M-V def2-TZVPD def2/J DEFGRID3
* xyz 0 1
C 0.28 -1.62 -0.98
N 1.44 -1.41 -0.37
O 1.22 -0.47 0.80
C 0.91 0.93 0.64
O -0.22 1.16 -0.28
C -1.35 0.46 0.13
S -1.41 -0.96 -0.80
H 0.42 -2.40 -1.82
H 0.70 1.37 1.66
H 1.73 1.73 0.24
H -2.32 0.89 -0.37
H -1.41 0.32 1.17
*
```



iv:
A single C3H5NO2S molecule, computed with ωB97M-V/def2-TZVPD.

structure (SMILES) = O=C(O)CNC=S
LUMO level = 0.462 eV

```
! RIJCOSX wB97M-V def2-TZVPD def2/J DEFGRID3
* xyz 0 1
O 1.90 -1.48 -0.46
C 1.23 -0.60 0.01
O 1.26 -0.27 1.30
C 0.35 0.23 -0.87
N -0.71 0.86 -0.17
C -1.78 0.23 0.33
S -2.19 -1.34 0.06
H 1.83 -0.89 1.72
H 0.96 0.95 -1.34
H -0.01 -0.45 -1.64
H -0.49 1.83 0.08
H -2.34 0.94 0.98
*
```



Which structure is most stable? iv, by 0.841 eV over the runner-up.



i:
A single C3H5NO2S molecule, computed with ωB97M-V/def2-TZVPD.

LUMO level = -0.879 eV

```
! RIJCOSX wB97M-V def2-TZVPD def2/J DEFGRID3
* xyz 0 1
C 0.50 0.32 0.30
C -1.13 -1.32 0.64
C 1.63 0.81 -0.62
N -1.86 0.81 -1.02
O 0.13 1.01 1.26
O 0.03 -0.87 -0.02
S -2.57 -0.28 -0.34
H -1.19 -2.31 0.48
H -1.16 -0.93 1.75
H 1.27 0.55 -1.65
H 2.59 0.32 -0.22
H 1.76 1.88 -0.55
*
```



ii:
A single C3H5NO2S molecule, computed with ωB97M-V/def2-TZVPD.

structure (SMILES) = NC1=C(O)OCS1
LUMO level = 0.665 eV

```
! RIJCOSX wB97M-V def2-TZVPD def2/J DEFGRID3
* xyz 0 1
N -1.02 -1.40 0.20
C -0.07 -0.40 0.29
C -0.57 0.84 0.33
O -1.91 1.19 0.18
O 0.26 1.88 0.31
C 1.45 1.40 -0.33
S 1.78 -0.29 0.35
H -0.92 -2.13 0.89
H -1.05 -1.83 -0.71
H -2.29 0.69 0.89
H 1.34 1.34 -1.38
H 2.39 1.95 -0.13
*
```



Which structure is most stable? ii, by 1.169 eV over the runner-up.



i:
A molecular structure, C21H30BrN5O2Se4Tc, computed with ωB97M-V/def2-TZVPD.

LUMO level (spin up / spin down) = 4.362 / 4.362 eV

```
! RIJCOSX wB97M-V def2-TZVPD def2/J DEFGRID3
* xyz -2 2
Tc -0.82 0.15 1.04
Se -0.94 0.14 3.79
Se -3.08 0.04 5.02
Se -4.59 0.06 3.17
Se -3.41 0.14 1.09
C 2.20 1.50 1.56
C 3.75 1.42 1.55
N 4.27 0.15 1.04
C 3.68 -0.93 1.85
C 2.12 -0.94 1.81
N 1.56 0.12 0.98
C 2.20 -0.02 -0.35
C 3.75 -0.01 -0.31
H 1.85 2.33 0.97
H 1.90 1.70 2.58
H 4.12 1.56 2.57
H 4.17 2.22 0.94
H 4.03 -0.83 2.88
H 4.06 -1.88 1.47
H 1.71 -0.85 2.82
H 1.70 -2.01 1.33
H 1.83 0.77 -1.00
H 1.86 -0.96 -0.79
H 4.15 0.79 -0.93
H 4.13 -0.95 -0.72
N -4.08 -3.79 -0.90
C -3.12 -4.62 -0.41
O -3.22 -5.83 -0.52
C -1.95 -3.98 0.26
C -0.95 -4.78 0.79
C 0.11 -4.15 1.41
C 0.15 -2.77 1.49
N -0.81 -1.97 0.98
C -1.84 -2.61 0.37
H -4.87 -4.22 -1.35
H -4.06 -2.79 -0.83
H -1.02 -5.86 0.72
H 0.92 -4.73 1.84
H 1.05 -2.19 2.03
H -2.58 -1.94 -0.02
O 0.22 1.20 2.16
Br -0.95 2.76 1.00
C -1.67 5.07 -1.31
N -0.95 3.85 -1.65
C 0.43 3.89 -0.94
C -1.86 2.62 -1.36
C -1.28 1.36 -1.98
C -1.18 1.32 -3.36
C -0.72 0.19 -4.03
C -0.35 -0.92 -3.31
C -0.42 -0.89 -1.91
C -0.86 0.22 -1.18
H -1.06 5.94 -1.57
H -1.93 5.13 -0.24
H -2.59 5.11 -1.89
H 1.01 4.75 -1.31
H 0.97 2.99 -1.24
H 0.43 3.95 0.20
H -2.86 2.77 -1.79
H -2.05 2.41 -0.29
H -1.49 2.19 -3.93
H -0.66 0.18 -5.12
H 0.01 -1.81 -3.82
H -0.10 -1.78 -1.38
*
```



ii:
A molecular structure, C21H30BrN5O2Se4Tc, computed with ωB97M-V/def2-TZVPD.

LUMO level (spin up / spin down) = 4.325 / 4.325 eV

```
! RIJCOSX wB97M-V def2-TZVPD def2/J DEFGRID3
* xyz -2 2
Tc -0.41 1.04 0.68
Se -1.79 -0.53 2.76
Se -2.34 0.58 4.72
Se -1.39 2.78 4.53
Se -0.72 3.19 2.31
C -3.82 0.27 -0.04
C -5.05 -0.41 -0.69
N -4.64 -1.43 -1.66
C -3.81 -0.79 -2.68
C -2.57 -0.10 -2.05
N -2.56 -0.28 -0.59
C -2.56 -1.74 -0.34
C -3.81 -2.41 -0.96
H -3.80 0.12 1.04
H -3.80 1.34 -0.22
H -5.67 0.32 -1.22
H -5.67 -0.89 0.06
H -4.43 -0.06 -3.21
H -3.51 -1.55 -3.41
H -2.56 0.97 -2.25
H -1.65 -0.52 -2.45
H -2.53 -1.89 0.74
H -1.65 -2.16 -0.77
H -4.42 -2.89 -0.18
H -3.52 -3.19 -1.67
N 0.39 -3.75 2.79
C 0.99 -4.13 1.65
O 1.49 -5.24 1.51
C 0.99 -3.13 0.53
C 1.40 -3.50 -0.75
C 1.33 -2.56 -1.75
C 0.83 -1.29 -1.46
N 0.44 -0.93 -0.25
C 0.56 -1.84 0.73
H 0.37 -4.42 3.54
H -0.12 -2.87 2.91
H 1.75 -4.51 -0.92
H 1.65 -2.79 -2.76
H 0.76 -0.53 -2.23
H 0.28 -1.46 1.71
O 0.88 0.68 1.71
Br -1.90 2.98 -0.78
C 4.55 2.71 2.63
N 4.05 2.25 1.35
C 3.99 0.80 1.33
C 2.72 2.84 1.09
C 2.25 2.58 -0.32
C 3.12 3.03 -1.33
C 2.85 2.86 -2.67
C 1.65 2.25 -3.03
C 0.78 1.82 -2.04
C 1.04 1.95 -0.66
H 5.54 2.28 2.81
H 3.89 2.43 3.47
H 4.63 3.80 2.62
H 5.00 0.39 1.45
H 3.59 0.46 0.37
H 3.33 0.39 2.12
H 2.83 3.92 1.22
H 1.98 2.51 1.82
H 4.04 3.50 -1.01
H 3.54 3.22 -3.42
H 1.39 2.12 -4.07
H -0.17 1.40 -2.35
*
```



Which structure is most stable? ii, by 10.030 eV over the runner-up.



i:
2 unconnected molecules or ions with the total composition C4H10S2, computed with ωB97M-V/def2-TZVPD.

LUMO level = -2.397 eV

```
! RIJCOSX wB97M-V def2-TZVPD def2/J DEFGRID3
* xyz 0 1
C -0.60 -0.89 0.76
C -1.91 -1.45 0.18
C -0.44 0.61 0.46
S -0.43 0.99 -1.25
S 2.50 0.49 0.61
C 2.31 1.09 -1.00
H 0.30 -1.36 0.41
H -0.65 -1.02 1.86
H -2.48 -2.06 0.87
H -1.76 -1.90 -0.80
H -2.55 -0.60 -0.08
H 0.44 1.11 0.94
H -1.33 1.14 0.86
H 3.10 1.76 -1.29
H 2.16 0.38 -1.80
H 1.34 1.70 -0.73
*
```



ii:
2 unconnected molecules or ions with the total composition C4H10S2, computed with ωB97M-V/def2-TZVPD.

structure (SMILES) = C=CC.CSS
LUMO level = 0.531 eV

```
! RIJCOSX wB97M-V def2-TZVPD def2/J DEFGRID3
* xyz 0 1
C 3.53 0.34 -0.27
C 2.30 0.55 -0.69
C 1.85 1.79 -1.40
H 3.81 -0.46 0.41
H 4.34 1.00 -0.55
H 1.52 -0.19 -0.50
H 0.96 2.20 -0.93
H 2.63 2.55 -1.36
H 1.62 1.58 -2.45
C -2.28 -1.78 1.47
S -0.80 -0.86 0.90
S -1.64 0.49 -0.40
H -2.75 -1.27 2.31
H -1.95 -2.77 1.74
H -2.98 -1.79 0.63
H -1.71 -0.31 -1.48
*
```



iii:
A single C4H10S2 molecule, computed with ωB97M-V/def2-TZVPD.

structure (SMILES) = CCSSCC
LUMO level = 0.663 eV

```
! RIJCOSX wB97M-V def2-TZVPD def2/J DEFGRID3
* xyz 0 1
C 2.61 -1.91 -0.27
C 1.56 -1.37 0.68
S 1.08 0.37 0.54
S -0.66 0.16 -0.70
C -1.75 1.08 0.32
C -3.09 1.27 -0.45
H 2.27 -2.88 -0.64
H 2.72 -1.34 -1.20
H 3.55 -2.03 0.26
H 0.76 -2.06 0.92
H 2.07 -1.09 1.67
H -1.49 2.07 0.71
H -1.95 0.41 1.17
H -3.92 1.10 0.22
H -3.16 2.24 -0.90
H -3.20 0.44 -1.17
*
```



iv:
2 unconnected molecules or ions with the total composition C4H10S2, computed with ωB97M-V/def2-TZVPD.

structure (SMILES) = C=CC.CSS
LUMO level = 0.486 eV

```
! RIJCOSX wB97M-V def2-TZVPD def2/J DEFGRID3
* xyz 0 1
C -0.03 0.36 -2.42
C 0.77 0.60 -1.35
C 0.55 1.77 -0.41
H -0.12 -0.59 -2.93
H -0.63 1.18 -2.77
H 1.76 -0.01 -1.29
H -0.05 1.39 0.51
H -0.15 2.36 -0.94
H 1.43 2.42 -0.23
C -1.62 -1.40 1.50
S 0.04 -2.01 1.05
S 1.19 -0.76 2.27
H -2.33 -2.19 1.13
H -1.59 -1.28 2.59
H -1.71 -0.52 0.93
H 2.47 -1.31 2.36
*
```



Which structure is most stable? iii, by 0.143 eV over the runner-up.